{
  "formula": "C29H39NO3P2Pd",
  "method": "ωB97M-V/def2-TZVPD",
  "homo_lumo_gap_ev": [7.89, 6.03],
  "fmax_ev_per_a": 1.46,
  "energy_ha": -2219.5042,
  "spin_multiplicity": 3,
  "homo_ev": [-7.296, -7.296],
  "total_charge": 0,
  "s2": 2.01,
  "species": ["Pd", "C", "P", "C", "C", "C", "C", "C", "C", "C", "P", "C", "C", "H", "H", "H", "H", "H", "H", "H", "H", "H", "H", "H", "H", "H", "H", "H", "H", "C", "C", "C", "C", "C", "C", "N", "C", "C", "C", "C", "C", "C", "C", "O", "O", "C", "C", "H", "H", "H", "H", "H", "H", "H", "H", "H", "H", "H", "H", "H", "H", "C", "C", "C", "C", "O", "H", "H", "H", "H", "H", "H", "H", "H", "H"],
  "positions_angstrom": [[-0.5027, 0.4035, 0.1506], [-1.0922, -3.7164, -1.2881], [-1.0349, -1.8866, -0.9731], [-2.8139, -1.4760, -1.2276], [-0.2602, -1.3152, -2.5368], [-0.9218, -1.4190, -3.7513], [-0.3798, -0.8775, -4.9038], [0.8524, -0.2528, -4.8502], [1.5316, -0.1624, -3.6474], [0.9891, -0.6805, -2.4782], [1.7820, -0.4000, -0.8492], [3.5015, 0.1151, -1.3148], [2.1643, -2.1485, -0.3406], [-1.5038, -3.9479, -2.2674], [-1.7085, -4.1753, -0.5185], [-0.0879, -4.1233, -1.2082], [-3.3125, -2.1400, -1.9344], [-2.8691, -0.4407, -1.5668], [-3.2925, -1.5451, -0.2485], [-1.8882, -1.9022, -3.7975], [-0.9238, -0.9290, -5.8358], [1.2797, 0.1866, -5.7405], [2.4795, 0.3499, -3.6221], [3.4935, 1.1395, -1.6842], [3.9418, -0.5479, -2.0594], [4.1053, 0.0860, -0.4070], [2.1800, -2.8054, -1.2097], [1.4150, -2.5017, 0.3690], [3.1392, -2.1778, 0.1416], [5.2109, 3.3522, 4.1456], [3.9376, 2.9242, 4.8218], [3.4568, 3.6676, 5.8940], [2.2818, 3.3153, 6.5285], [1.5650, 2.2142, 6.1048], [2.0332, 1.4517, 5.0406], [1.3382, 0.3750, 4.5118], [0.2017, -0.2316, 4.9771], [0.0399, -0.5782, 6.3242], [-1.0908, -1.2430, 6.7457], [-2.0934, -1.5832, 5.8457], [-1.9353, -1.2768, 4.5113], [-0.8007, -0.6085, 4.0552], [-0.7131, -0.2792, 2.6144], [-1.6589, -0.5636, 1.8438], [0.3144, 0.3143, 2.1531], [3.2287, 1.8072, 4.3908], [3.6772, 0.9589, 3.2345], [5.5669, 4.2956, 4.5561], [5.0513, 3.4851, 3.0759], [5.9947, 2.6061, 4.2872], [4.0047, 4.5372, 6.2247], [1.9131, 3.9139, 7.3468], [0.6240, 1.9676, 6.5691], [1.3738, 0.3498, 3.4903], [0.8157, -0.3293, 7.0327], [-1.2050, -1.4961, 7.7890], [-2.9824, -2.0894, 6.1905], [-2.6943, -1.5361, 3.7895], [3.6729, -0.0907, 3.5299], [4.6754, 1.2246, 2.9027], [2.9936, 1.0699, 2.3878], [-2.3666, 2.4248, -0.1774], [-1.4517, 2.5273, -1.4272], [-2.3155, 2.8059, -2.6752], [-0.4701, 3.7055, -1.2232], [-0.7594, 1.3517, -1.6174], [-2.9571, 3.3308, -0.0523], [-1.7406, 2.2999, 0.7314], [-3.0477, 1.5735, -0.2839], [-2.9910, 3.6359, -2.4905], [-2.8915, 1.9207, -2.9343], [-1.6734, 3.0471, -3.5175], [-1.0108, 4.6345, -1.0549], [0.1516, 3.8098, -2.1106], [0.1747, 3.4942, -0.3654]],
  "nbo_charge": [1.05, -0.91, 0.80, -0.94, -0.33, -0.14, -0.22, -0.20, -0.20, -0.31, 0.87, -0.93, -0.94, 0.22, 0.23, 0.23, 0.22, 0.25, 0.25, 0.20, 0.21, 0.21, 0.21, 0.24, 0.23, 0.24, 0.23, 0.24, 0.24, -0.63, 0.01, -0.25, -0.19, -0.29, 0.25, -0.64, 0.21, -0.27, -0.16, -0.27, -0.15, -0.18, 0.76, -0.71, -0.76, -0.07, -0.65, 0.22, 0.21, 0.22, 0.20, 0.21, 0.22, 0.44, 0.22, 0.21, 0.21, 0.23, 0.22, 0.22, 0.22, -0.65, 0.24, -0.62, -0.63, -0.77, 0.23, 0.20, 0.21, 0.20, 0.21, 0.21, 0.20, 0.21, 0.21]
}


{
  "formula": "C29H40BBrFN2O10PS",
  "method": "ωB97M-V/def2-TZVPD",
  "homo_lumo_gap_ev": 7.93,
  "fmax_ev_per_a": 5.47,
  "energy_ha": -5428.9430,
  "smiles": "[H]/N=C\\Cc1c(O)c(O)c([PH2]=O)c2c1Sc1c(cc(CCCF)c(Br)c1CC(=O)O)N2B(O)CC.CCOC(C)=O.CCOC(C)=O",
  "homo_ev": -8.516,
  "total_charge": 0,
  "species": ["C", "C", "B", "O", "N", "C", "C", "C", "C", "C", "C", "F", "C", "Br", "C", "C", "C", "O", "O", "C", "S", "C", "C", "C", "C", "N", "C", "O", "C", "O", "C", "P", "O", "C", "H", "H", "H", "H", "H", "H", "H", "H", "H", "H", "H", "H", "H", "H", "H", "H", "H", "H", "H", "H", "H", "H", "H", "H", "O", "C", "O", "C", "C", "C", "H", "H", "H", "H", "H", "H", "H", "H", "O", "C", "O", "C", "C", "C", "H", "H", "H", "H", "H", "H", "H", "H"],
  "positions_angstrom": [[3.0745, -3.2439, -0.9328], [2.8101, -2.1930, -2.1530], [1.8129, -0.9920, -1.7218], [1.0829, -1.1587, -0.4616], [1.5957, 0.2967, -2.4690], [0.2520, 0.8806, -2.2172], [-0.8523, 0.6645, -3.2767], [-2.2565, 1.3208, -3.0334], [-3.3344, 1.0787, -4.2197], [-2.9478, 2.0569, -5.4640], [-3.1520, 3.6081, -5.1171], [-2.7274, 4.4467, -6.2359], [-2.5895, 2.1527, -1.7619], [-4.3695, 2.9581, -1.5051], [-1.4834, 2.3805, -0.6848], [-1.6624, 3.2385, 0.6434], [-2.2738, 2.2856, 1.7834], [-1.8273, 1.1012, 1.8164], [-3.2948, 2.7397, 2.6772], [-0.1025, 1.7458, -0.9481], [1.3213, 1.9879, 0.2402], [2.7492, 2.2077, -0.9483], [3.8645, 3.2431, -0.6830], [3.9136, 4.2059, 0.6062], [3.0942, 5.5772, 0.3949], [3.7244, 6.7404, 0.4949], [4.9822, 3.3661, -1.7681], [6.0854, 4.2778, -1.6751], [4.9193, 2.4611, -3.0264], [5.9298, 2.6173, -4.0195], [3.7936, 1.4155, -3.2994], [3.8165, 0.4047, -4.9195], [4.9421, -0.6532, -4.9536], [2.6790, 1.2815, -2.2234], [2.1064, -3.7380, -0.5648], [3.7648, -4.1113, -1.2616], [3.5706, -2.7236, -0.0363], [2.4002, -2.8188, -3.0162], [3.8606, -1.8376, -2.4747], [1.7580, -1.1190, 0.2622], [-0.6138, 0.0534, -4.2203], [-3.2708, -0.0133, -4.5344], [-4.3800, 1.4143, -3.8914], [-1.8528, 1.9269, -5.7875], [-3.6024, 1.8218, -6.3852], [-4.2556, 3.8557, -4.8852], [-2.4555, 3.8956, -4.2439], [-2.3818, 4.1211, 0.4490], [-0.6942, 3.7145, 1.0318], [-3.8864, 1.9459, 2.7580], [3.5540, 3.6213, 1.5316], [5.0196, 4.4637, 0.7644], [1.9667, 5.6171, 0.2036], [4.7247, 6.5508, 0.6765], [5.8854, 4.9617, -2.3637], [6.7065, 2.0812, -3.7456], [2.5199, -0.2152, -5.0669], [3.9959, 1.4033, -5.9576], [-4.6100, -2.2939, 7.0485], [-3.6665, -1.8322, 6.4490], [-3.8551, -0.8523, 5.5458], [-2.7947, -0.1287, 4.9007], [-2.2657, -0.8907, 3.7030], [-2.2864, -2.3984, 6.6352], [-2.0098, 0.1329, 5.6144], [-3.2298, 0.8141, 4.5623], [-1.8393, -1.8529, 3.9934], [-1.4993, -0.3150, 3.1907], [-3.0754, -1.1039, 2.9998], [-2.1892, -3.3061, 6.0382], [-2.1536, -2.6440, 7.6915], [-1.4845, -1.7082, 6.3797], [0.7783, -6.1813, 1.0988], [-0.1997, -6.1762, 1.8101], [-1.3723, -5.7091, 1.3413], [-2.6220, -5.8051, 2.0414], [-2.7731, -4.6763, 3.0417], [-0.1065, -6.6067, 3.2474], [-2.7401, -6.7911, 2.4970], [-3.4043, -5.7197, 1.2838], [-1.9966, -4.7094, 3.8077], [-3.7472, -4.7259, 3.5336], [-2.6801, -3.7095, 2.5399], [0.2980, -5.7856, 3.8408], [0.5683, -7.4637, 3.3082], [-1.0524, -6.9329, 3.6761]],
  "mulliken_charge": [-1.13, -0.24, 0.25, -0.39, 0.45, -0.44, -0.74, 0.37, -0.94, -0.46, -0.03, -0.33, 0.01, -0.16, 0.43, -1.08, 0.67, -0.42, -0.51, 0.35, -0.32, 0.62, 0.43, -0.96, 0.06, -0.65, 0.08, -0.56, 0.11, -0.53, 0.11, 0.46, -0.66, -0.63, 0.29, 0.34, 0.26, 0.30, 0.22, 0.26, 0.34, 0.34, 0.31, 0.26, 0.35, 0.21, 0.11, 0.36, 0.27, 0.39, 0.31, 0.36, 0.32, 0.29, 0.34, 0.33, 0.05, 0.10, -0.59, 0.74, -0.37, -0.39, -0.57, -0.70, 0.30, 0.17, 0.30, 0.26, 0.25, 0.05, 0.31, 0.31, -0.57, 0.76, -0.38, -0.65, -0.48, -0.92, 0.40, 0.34, 0.04, 0.42, 0.20, 0.22, 0.32, 0.32]
}